[1]
Molecular formula: C27H38F18N7O12S6
Method: DFT, ωB97M-V/def2-TZVPD

CARTESIAN COORDINATES (ANGSTROEM)
S  2.88359  -5.72227  -8.89088
S  5.78716  1.63512  -12.08676
S  0.68730  2.76772  -4.25205
S  7.64065  1.01235  -10.26971
S  2.05599  -5.21704  -6.55505
S  2.72503  1.93045  -3.03625
F  0.05300  -3.35062  -6.51801
F  8.65870  1.02085  -12.81254
F  -1.42438  3.13127  -5.67293
F  5.03864  -6.06863  -10.55702
F  5.28804  -4.67394  -8.82066
F  3.17275  0.92694  -12.04034
F  3.59000  2.98876  -11.24668
F  9.77958  -0.21366  -11.32551
F  0.27060  -4.46083  -4.73450
F  0.42973  3.30771  -6.86204
F  7.87479  -0.95968  -11.99811
F  4.05100  -0.13336  -4.02341
F  -0.37622  1.34704  -6.30305
F  1.65587  -2.89325  -5.12390
F  4.93689  0.65598  -2.21217
F  3.41493  2.61116  -13.35610
F  4.20950  -4.02152  -10.49391
F  5.03746  1.71848  -4.11900
O  3.15175  3.26486  -2.70660
O  1.10059  -6.24349  -6.89807
O  7.89869  0.10695  -9.22353
O  8.19905  2.36848  -10.15945
O  -0.25995  2.19123  -3.23508
O  0.99078  4.20702  -4.22910
O  5.85135  0.62653  -13.16241
O  3.10656  -5.57082  -5.56189
O  3.27617  -7.02417  -8.29704
O  2.07998  1.14260  -1.97426
O  1.81051  -5.74619  -9.87814
O  6.52516  2.83130  -12.36408
N  -4.50016  -3.10248  -10.76809
N  2.59979  -4.45694  -7.76995
N  5.03507  8.14457  -8.72607
N  1.97403  1.93523  -4.56661
N  4.82111  14.73069  -11.36809
N  5.89619  1.13554  -10.61541
N  3.10646  -0.38322  -7.96875
C  0.93990  -3.87302  -5.68619
C  -4.28733  -5.46005  -9.63515
C  4.68946  13.65629  -12.19687
C  4.92841  10.72632  -9.82548
C  5.09992  14.50827  -10.04462
C  4.32722  0.95358  -3.36103
C  -4.60879  -3.84746  -12.13434
C  -0.21664  2.58142  -5.94832
C  4.04534  10.35508  -8.78558
C  4.69918  12.39293  -11.68353
C  5.17347  13.20957  -9.53455
C  -6.33307  0.19861  -12.10587
C  5.81786  9.72606  -10.28810
C  -2.99913  -2.77405  -10.74494
C  5.13617  16.02670  -12.00731
C  -4.91524  -4.03410  -9.59566
C  -3.99079  -5.22316  -12.19081
C  -4.50642  -6.12122  -10.99845
C  3.85161  2.10637  -12.20936
C  4.95139  6.78648  -8.06031
C  5.85180  8.45163  -9.73839
C  4.11142  9.02653  -8.32616
C  8.54727  0.17585  -11.74265
C  4.51091  -5.06323  -9.78203
C  -5.50217  -1.91540  -10.76514
C  4.97149  12.06931  -10.34464
C  -5.35157  -0.96216  -11.94847
H  4.07386  6.30061  -8.48688
H  3.03949  0.00804  -7.04002
H  -2.41324  -3.68862  -10.83653
H  -7.34951  -0.19035  -12.04538
H  3.78309  0.02698  -8.59646
H  6.55824  7.72895  -10.11928
H  -2.70850  -2.24298  -9.83852
H  5.00725  16.84422  -11.29798
H  -3.90406  -7.02800  -11.05330
H  5.48165  13.12341  -8.50305
H  -4.15563  -3.26448  -12.93613
H  5.16032  15.40453  -9.44507
H  -6.00497  -4.04781  -9.61567
H  -5.29542  -1.41393  -9.81969
H  -4.69870  -3.46605  -8.69094
H  6.48574  9.83072  -11.13035
H  -6.50578  -2.33675  -10.70748
H  4.77567  7.03747  -7.01425
H  5.93505  6.38641  -8.30621
H  4.35490  16.29734  -12.71757
H  -4.36755  -0.49534  -11.99198
H  -4.23181  -5.65888  -13.16043
H  3.42052  8.66011  -7.58130
H  -6.28234  0.59178  -13.12122
H  -4.82637  -6.11661  -8.95217
H  2.25252  -0.15314  -8.45653
H  -3.24650  -5.49212  -9.31305
H  3.14147  -1.39233  -7.94499
H  -6.13412  0.99974  -11.39404
H  4.57915  11.50935  -12.29286
H  4.54291  13.84155  -13.25072
H  -5.66730  -3.93965  -12.37756
H  3.38557  11.04026  -8.27407
H  -2.75960  -2.18788  -11.63214
H  6.17788  15.93916  -12.31598
H  -2.90470  -5.20490  -12.28123
H  -5.58181  -6.29306  -11.04441
H  -5.44431  -1.42207  -12.93233

Values from the calculation:
Orbital gap, eV: 2.552
DFT total energy, eV: -177522.6898
E_HOMO, eV: -9.1216
Net charge: +1
Relative energy (zero: lowest compared OMol25 entry of this formula, charge and spin), eV: 4.6345
E_LUMO, eV: -6.6
Multiplicity: 1

[2]
Molecular formula: C17H68N34O17
Method: DFT, ωB97M-V/def2-TZVPD

CARTESIAN COORDINATES (ANGSTROEM)
O  -5.72918  0.64736  0.84187
O  0.56878  -4.27164  -0.38808
O  -0.31347  5.38164  2.69894
O  3.52494  -2.61448  3.25371
O  3.31248  3.03352  0.13731
O  -0.18274  0.37766  0.66026
O  -2.24166  3.12973  -2.50624
O  -0.44131  5.71811  -0.68799
O  -2.49766  -4.49019  0.88592
O  0.95240  2.00357  4.68307
O  -1.28628  -1.14674  4.13516
O  1.37465  2.39998  -4.49141
O  3.62707  5.43095  -3.55243
O  2.61346  -1.64248  -0.37531
O  0.66003  -7.11974  -2.27998
O  0.84316  -2.71007  -5.05943
O  -2.71878  -0.61586  -1.92556
N  0.05144  -5.60030  1.38666
N  -0.15693  2.11341  -0.84622
N  3.77939  3.31963  -2.66815
N  -1.95590  -5.45425  -1.10326
N  0.15356  -4.51033  -3.94306
N  -0.46287  3.64882  5.64318
N  -0.49235  1.15440  -4.25395
N  -2.39835  -3.11479  3.67072
N  1.36083  0.30881  -5.44209
N  -3.98417  -0.78503  0.61682
N  2.83235  2.28040  2.26755
N  -4.06423  -4.59359  -0.68818
N  -3.02825  4.02562  -0.52701
N  0.27728  4.77395  -2.66775
N  -0.74650  1.41861  6.05199
N  -1.53468  6.94731  1.59108
N  -0.91955  -1.87424  -1.31731
N  4.01732  -0.27668  0.60066
N  -4.59967  -0.01255  2.64399
N  2.16098  4.44598  1.55610
N  1.80605  -1.21994  2.82613
N  1.75070  -3.02262  -3.00258
N  -0.81314  2.51834  1.29628
N  -2.36628  -2.61075  -2.96811
N  1.92088  -4.39161  1.34704
N  2.66882  0.45952  -0.99294
N  -0.78812  7.32274  3.75319
N  1.66519  6.23789  -1.51107
N  -1.34718  -1.85663  1.99762
N  -4.13609  2.23186  -1.49580
N  4.20239  3.73575  -4.86192
N  3.18494  -0.85777  4.71108
N  0.83404  -9.36057  -2.30839
N  0.34928  -8.11293  -0.33786
C  0.44611  5.60714  -1.62292
C  -3.07052  3.12834  -1.55058
C  0.80903  -4.73307  0.72538
C  0.77054  1.35133  -4.72724
C  -2.01015  -1.59174  -2.04696
C  -0.37375  1.56513  0.36915
C  3.84672  4.23147  -3.68077
C  -0.87483  6.47864  2.65491
C  3.03932  -0.53876  -0.25718
C  0.58102  -8.16900  -1.65704
C  -1.66676  -1.96659  3.31504
C  -4.83962  -0.05519  1.32524
C  2.75398  3.22657  1.23744
C  -2.81525  -4.80089  -0.28418
C  -0.02615  2.33151  5.43242
C  2.84273  -1.61332  3.59147
C  0.91677  -3.39350  -3.98247
H  0.43103  -8.99608  0.19432
H  -3.05712  -0.94304  1.03559
H  -4.59312  -3.86959  -0.22622
H  -1.51239  1.71545  6.58126
H  1.87172  -1.48782  1.86208
H  -0.91655  -1.03849  1.66459
H  0.35500  -5.88919  2.27352
H  2.85252  1.41838  -0.68892
H  0.10820  4.31062  5.07565
H  -4.15754  -0.85719  3.04997
H  -5.36622  0.37460  3.17199
H  -0.88832  0.24431  -4.42508
H  -1.58042  -2.62504  1.37611
H  -2.21756  -5.55456  -2.06436
H  3.11075  1.32756  2.03785
H  -4.61767  2.13434  -0.62726
H  0.54862  -10.25105  -1.92191
H  -0.88446  2.28295  2.28892
H  -0.99168  -5.26335  -0.99677
H  2.56612  -3.68505  0.98381
H  4.12198  2.44762  -2.72921
H  3.63184  3.74108  -1.73354
H  1.53610  4.81899  0.88276
H  3.79493  4.27537  -5.64955
H  4.39225  -0.99970  1.21706
H  2.09422  -4.56260  2.32017
H  -0.65082  -1.28007  -0.55419
H  -0.49507  -2.75738  -1.34015
H  -0.12606  6.94102  4.45234
H  0.42313  -5.30243  -3.34908
H  -0.61795  4.34431  -2.84658
H  -2.40398  -3.25413  4.64807
H  -1.81702  7.88657  1.50924
H  1.13340  -9.32584  -3.28985
H  -0.66607  8.28733  3.47947
H  -0.16952  -4.81482  -4.84601
H  -2.08113  4.45074  -0.46990
H  -1.33990  6.51044  0.67705
H  1.05469  -0.68233  3.17874
H  -0.61867  3.51246  1.20544
H  -1.44988  3.58895  5.63732
H  1.71248  6.76069  -0.62467
H  2.47242  6.32276  -2.11145
H  0.04005  1.57060  -1.63549
H  2.10765  2.21951  3.00657
H  -2.89316  -2.27675  -3.78213
H  1.04362  -0.67179  -5.50447
H  -0.23308  3.12192  -0.94241
H  3.75524  -1.42946  5.35392
H  1.62453  -3.31025  -2.09605
H  -0.94919  -5.35269  1.33282
H  1.70672  4.42328  2.47884
H  -3.27930  3.75332  0.41055
H  -2.46420  -3.91756  3.10064
H  -0.01047  -7.27566  0.18359
H  -1.04741  1.79125  -3.69239
H  4.45984  0.62814  0.49652
H  2.57951  -0.15587  5.09010
H  4.11195  2.76796  -4.87395
H  1.05324  4.30050  -3.12906
H  -4.05042  1.34838  -1.96110
H  -4.17238  -4.53854  -1.69391
H  1.99983  0.24119  -1.69175
H  -0.71310  0.45460  5.71445
H  -4.06959  -0.82376  -0.38812
H  2.16508  -2.11392  -3.08686
H  -1.68876  -3.25210  -3.21680
H  2.31523  0.38305  -5.67812

Values from the calculation:
Orbital gap, eV: 9.758
DFT total energy, eV: -104224.9804
E_HOMO, eV: -9.4342
Relative energy (zero: lowest compared OMol25 entry of this formula, charge and spin), eV: 0.0000
E_LUMO, eV: 0.3
Multiplicity: 1

[3]
Molecular formula: C2H13N3O3
Method: DFT, ωB97M-V/def2-TZVPD

CARTESIAN COORDINATES (ANGSTROEM)
O  -0.03389  0.15912  3.00762
O  -3.89582  -5.65283  -0.47296
O  -2.10858  0.02872  0.64011
N  1.46121  2.20245  -2.30719
N  0.33546  2.06532  -0.21948
N  2.27641  0.87842  -0.62153
C  1.27807  1.72156  -1.02597
C  2.20266  -0.01494  0.52077
H  1.35916  0.18745  1.17054
H  -1.27578  0.34508  0.25473
H  -2.68899  0.51498  0.03983
H  3.13810  0.07722  1.06942
H  -4.16534  -5.33527  -1.34345
H  -3.05554  -6.06252  -0.71782
H  2.25281  1.87737  -2.83042
H  0.05400  3.03100  -0.31454
H  2.85124  0.49670  -1.34580
H  -0.21526  1.08350  2.77617
H  1.05917  3.07079  -2.54023
H  2.14845  -1.05988  0.20405
H  -0.95976  -0.11478  3.03631

Values from the calculation:
Orbital gap, eV: 9.472
SMILES: [H]/N=C(\N)NC.O.O.O
DFT total energy, eV: -12897.4634
E_HOMO, eV: -8.8225
Relative energy (zero: lowest compared OMol25 entry of this formula, charge and spin), eV: 0.7413
E_LUMO, eV: 0.6
Multiplicity: 1

[4]
Molecular formula: C6H12N2O4
Method: DFT, ωB97M-V/def2-TZVPD

CARTESIAN COORDINATES (ANGSTROEM)
O  0.78760  -2.59389  1.21991
O  -1.86397  -0.77702  1.91357
O  -1.65931  -1.91106  0.09965
O  2.00170  -1.52256  -0.23013
N  -1.30552  -1.10163  0.90320
N  1.00454  -1.61323  0.49057
C  -1.33387  1.26563  -0.55262
C  -0.11833  0.38188  -0.71306
C  1.13392  1.29762  -0.69118
C  -0.28317  -0.55192  -1.90465
C  0.77372  0.18806  2.27964
C  0.03034  -0.52905  0.56918
H  0.62927  -0.69695  2.75960
H  1.71698  0.51264  1.78594
H  -0.15756  0.05947  -2.70597
H  1.97386  0.73920  -0.79225
H  -1.46650  1.67977  -1.46293
H  1.26093  2.06563  0.09825
H  -1.26564  -0.78494  -1.93422
H  -1.25479  2.05030  0.29830
H  1.22019  1.90390  -1.71562
H  0.09754  0.85105  2.52940
H  -2.24582  0.55729  -0.19733
H  0.32389  -1.47018  -2.04727

Values from the calculation:
Orbital gap, eV: 10.306
DFT total energy, eV: -17577.9366
E_HOMO, eV: -10.8530
Relative energy (zero: lowest compared OMol25 entry of this formula, charge and spin), eV: 9.7742
E_LUMO, eV: -0.5
Multiplicity: 1

[5]
Molecular formula: C4H9OPS
Method: DFT, ωB97M-V/def2-TZVPD

CARTESIAN COORDINATES (ANGSTROEM)
S  2.26635  -1.18953  -2.08081
P  0.48739  -0.13466  0.91198
O  -1.18620  -1.05526  2.91249
C  -1.04933  -0.39680  1.90259
C  -0.13746  -0.23070  -0.69536
C  0.94665  0.22943  -1.65228
C  -1.95220  0.41471  1.01215
H  1.53006  1.11592  -1.39452
H  -0.47082  -1.22415  -0.86261
H  3.35301  -0.39657  -2.55693
H  -2.99722  0.53543  1.46299
H  0.78334  1.15658  1.31887
H  -1.61362  1.38839  0.76872
H  0.62764  0.56887  -2.73751
H  1.56119  -0.58445  1.56275
H  -2.14877  -0.19723  0.12746

Values from the calculation:
Orbital gap, eV: 8.064
SMILES: CC(=O)[PH2]=CCS
DFT total energy, eV: -26460.9372
E_HOMO, eV: -7.9344
Relative energy (zero: lowest compared OMol25 entry of this formula, charge and spin), eV: 5.5162
E_LUMO, eV: 0.1
Multiplicity: 1

[6]
Molecular formula: C8H7N3OS
Method: DFT, ωB97M-V/def2-TZVPD

CARTESIAN COORDINATES (ANGSTROEM)
S  1.52658  0.45847  -1.04645
O  -0.14136  1.83204  1.35724
N  1.44356  -1.29189  0.84800
N  -0.78752  2.48467  0.33056
N  -0.70652  -0.70310  0.07414
C  -2.65006  -1.77745  -0.05747
C  -2.86945  -0.40658  -0.34995
C  3.02171  -0.12059  -0.39364
C  0.69364  -0.57044  0.08259
C  -1.45583  1.69251  -0.39913
C  2.76957  -1.03652  0.57894
C  -1.66876  0.24210  -0.26536
C  -1.31532  -1.93305  0.19384
H  -3.37632  -2.58012  -0.05499
H  -3.80031  0.06622  -0.59854
H  3.95624  0.24163  -0.72593
H  3.52494  -1.55631  1.15650
H  0.35501  2.51039  1.77637
H  -0.76118  -2.82269  0.40101
H  -1.99242  2.18140  -1.17687

Values from the calculation:
Orbital gap, eV: 9.068
SMILES: O/N=C\c1cccn1-c1nccs1
DFT total energy, eV: -25760.4451
E_HOMO, eV: -8.5042
Relative energy (zero: lowest compared OMol25 entry of this formula, charge and spin), eV: 0.1982
E_LUMO, eV: 0.6
Multiplicity: 1

[7]
Molecular formula: C4H9NO2
Method: DFT, ωB97M-V/def2-TZVPD

CARTESIAN COORDINATES (ANGSTROEM)
O  2.84219  -0.05109  0.44655
O  1.49957  -0.38866  -1.37603
N  -0.68809  -0.13804  0.07000
C  1.78148  -0.07688  -0.11826
C  -1.94406  0.34918  0.60267
C  0.52435  0.35494  0.65604
C  -3.20938  -0.10969  -0.26794
H  -3.22552  0.62429  -1.06473
H  -0.72208  -1.19090  0.03870
H  -4.09484  -0.10606  0.34934
H  -1.90258  1.43768  0.51627
H  -2.97687  -1.08930  -0.65636
H  0.60930  1.43306  0.46964
H  -1.98890  0.08638  1.67646
H  0.54431  -0.26573  -1.52026
H  0.67676  0.08314  1.70367

Values from the calculation:
Orbital gap, eV: 10.444
SMILES: CCNCC(=O)O
DFT total energy, eV: -9878.8638
E_HOMO, eV: -9.7331
Relative energy (zero: lowest compared OMol25 entry of this formula, charge and spin), eV: 1.1968
E_LUMO, eV: 0.7
Multiplicity: 1

[8]
Molecular formula: C4H7NO
Method: DFT, ωB97M-V/def2-TZVPD

CARTESIAN COORDINATES (ANGSTROEM)
O  1.87562  -0.07659  -0.23304
N  -1.98923  -2.00216  0.15600
C  0.68552  -0.79298  -0.03112
C  -0.56086  0.06932  -0.35029
C  -0.56236  1.50521  0.18076
C  -1.57762  -0.92666  0.02684
H  0.56383  -1.68582  -0.66830
H  -0.33839  1.58736  1.24806
H  2.42738  -0.19140  0.54878
H  -1.52038  1.99748  -0.01380
H  0.20997  2.06198  -0.36195
H  0.62275  -1.17983  0.99313
H  -0.66091  0.13694  -1.43954

Values from the calculation:
Orbital gap, eV: 11.416
SMILES: C[C@H](C#N)CO
DFT total energy, eV: -7798.1249
E_HOMO, eV: -10.8384
Relative energy (zero: lowest compared OMol25 entry of this formula, charge and spin), eV: 1.5195
E_LUMO, eV: 0.6
Multiplicity: 1